19
Properties=species:S:1:pos:R:3 method="wB97M-V/def2-TZVPD" homo_energy_ev=-8.38 relative_energy_ev=4.197
C 0.961 0.975 -1.484
C 0.845 -0.461 -1.740
C -0.334 -1.240 -1.363
O 0.699 -1.467 -0.434
H 0.665 1.202 -0.395
H 0.234 1.549 -2.061
H 1.978 1.338 -1.639
H 1.557 -0.930 -2.411
H -0.610 -2.106 -1.961
H -1.173 -0.683 -0.956
H -0.283 2.724 1.133
N -0.070 1.730 1.179
C -1.073 1.011 1.565
C -0.982 -0.400 1.749
C 0.192 -1.090 1.572
H -2.052 1.458 1.786
H -1.902 -0.935 1.947
H 1.119 -0.543 1.670
H 0.230 -2.132 1.843